44
Properties=species:S:1:pos:R:3 method="wB97M-V/def2-TZVPD" de_lowest_ev=0.774 lumo_energy_ev=2.14 orbital_gap_ev=7.99 total_charge=-1 spin_multiplicity=1 molar_mass_g_mol=257.25
H -17.269 -15.397 10.835
H -18.091 -11.918 7.623
H -19.340 -13.656 10.002
C -20.418 -13.179 8.152
H -19.944 -15.017 9.113
O -17.830 -9.080 9.132
H -20.621 -7.635 10.298
H -18.106 -9.268 10.004
O -19.321 -13.162 7.194
H -22.825 -7.948 8.370
H -18.321 -16.086 6.845
H -22.568 -8.640 7.102
H -22.421 -11.872 6.586
H -18.170 -11.845 10.150
H -17.640 -10.712 8.373
H -21.073 -14.020 10.014
H -19.697 -11.978 5.957
O -17.679 -11.684 10.951
C -20.564 -11.681 8.563
O -22.389 -8.719 7.988
O -20.847 -8.435 10.745
H -17.691 -13.421 6.036
C -20.200 -13.995 9.344
H -18.424 -11.474 11.582
H -21.295 -13.567 7.734
H -18.717 -14.490 4.366
H -21.463 -11.493 9.313
H -19.570 -11.369 4.464
O -19.514 -14.503 4.914
O -19.821 -11.221 5.375
O -16.838 -13.279 5.552
H -18.548 -8.623 8.665
O -17.276 -11.531 7.977
H -19.515 -13.912 5.697
H -19.612 -11.398 9.050
O -17.344 -16.239 10.367
O -22.379 -11.566 5.720
H -16.789 -13.752 4.757
H -17.833 -16.077 9.557
H -21.408 -8.865 10.117
O -17.998 -15.455 7.564
H -21.438 -11.427 5.688
H -18.576 -14.680 7.634
H -20.817 -11.066 7.663